[1]
This record from OMol25 describes a molecular structure, C21H48HoNO2P2 at a distorted geometry. The level of theory is the ωB97M-V functional and the def2-TZVPD basis.

Calculated values
- ⟨S²⟩: 6.005
- LUMO energy (spin up / spin down): -0.2261 / -0.2208 Eh
- Charge: +2
- 2S+1: 5
- Kohn-Sham gap (spin up / spin down): 8.06 / 8.23 eV

Cartesian coordinates (Å):
Ho (-0.019, 0.113, 0.074)
P (-0.281, -1.984, -1.690)
P (-0.046, 2.825, 0.395)
N (1.052, 0.861, -1.945)
C (1.309, -1.595, -2.597)
H (2.033, -2.394, -2.376)
H (1.060, -1.679, -3.660)
C (1.986, -0.240, -2.375)
H (2.788, -0.328, -1.628)
H (2.487, 0.126, -3.274)
C (1.596, 2.279, -1.934)
H (1.018, 2.855, -2.665)
H (2.650, 2.245, -2.299)
C (1.560, 2.931, -0.547)
H (1.855, 4.001, -0.617)
H (2.311, 2.430, 0.093)
C (0.035, 3.357, 2.192)
C (0.251, 2.104, 3.064)
H (1.202, 1.586, 2.899)
H (-0.559, 1.372, 2.883)
H (0.186, 2.354, 4.132)
C (-1.176, 3.915, -0.492)
C (-2.660, 3.645, -0.164)
H (-3.242, 3.764, -1.080)
H (-3.076, 4.313, 0.598)
H (-2.818, 2.604, 0.152)
C (-1.615, -2.400, -2.873)
C (-2.933, -2.911, -2.244)
H (-3.736, -2.751, -2.980)
H (-3.190, -2.307, -1.363)
H (-2.941, -3.964, -1.962)
C (-0.068, -3.469, -0.590)
C (-1.241, -3.652, 0.388)
H (-0.892, -4.175, 1.290)
H (-2.051, -4.242, -0.065)
H (-1.684, -2.698, 0.714)
C (-2.267, -0.013, 0.692)
C (-0.715, 5.383, -0.383)
H (0.135, 5.508, 0.296)
H (-0.369, 5.724, -1.369)
H (-1.518, 6.057, -0.059)
C (-1.196, -3.205, -4.120)
H (-1.967, -3.920, -4.420)
H (-1.045, -2.478, -4.931)
H (-0.254, -3.738, -4.006)
C (0.205, -4.774, -1.335)
H (0.397, -5.575, -0.614)
H (-0.663, -5.082, -1.938)
H (1.073, -4.714, -2.002)
C (-1.180, 4.080, 2.810)
H (-2.110, 3.503, 2.725)
H (-1.004, 4.226, 3.890)
H (-1.371, 5.074, 2.392)
H (0.898, 4.031, 2.276)
H (0.820, -3.238, 0.028)
H (-1.033, 3.603, -1.544)
H (-1.865, -1.388, -3.247)
O (-3.383, -0.111, 1.022)
H (0.276, 0.868, -2.648)
H (-1.851, 0.531, -0.826)
C (3.576, -1.127, 2.475)
C (2.644, -0.924, 1.326)
O (1.208, -0.774, 1.726)
C (0.534, -1.687, 2.623)
C (0.833, -1.356, 4.067)
H (3.525, -0.311, 3.195)
H (4.556, -1.080, 2.030)
H (3.487, -2.094, 2.967)
H (2.885, 0.005, 0.795)
H (2.714, -1.729, 0.594)
H (0.812, -2.699, 2.316)
H (-0.565, -1.609, 2.454)
H (0.302, -2.086, 4.666)
H (1.896, -1.415, 4.303)
H (0.431, -0.358, 4.319)

---

[2]
This record from OMol25 describes 9 unconnected molecules or ions with the total composition C21H48O19 at a distorted geometry. The level of theory is the ωB97M-V functional and the def2-TZVPD basis.

Calculated values
- LUMO energy: 0.1506 Eh
- Charge: -2
- 2S+1: 1
- Kohn-Sham gap: 5.11 eV

Cartesian coordinates (Å):
C (0.444, 1.532, -0.261)
C (0.830, 1.120, 0.945)
C (-0.080, 0.315, 1.891)
O (0.122, 0.133, 3.193)
C (-1.305, -0.202, 1.419)
C (-1.703, 0.103, 0.086)
C (-0.849, 1.124, -0.809)
O (-1.231, 1.547, -1.866)
O (-2.603, -0.392, -0.589)
O (1.972, 1.521, 1.352)
H (1.053, 2.126, -0.926)
H (-1.935, -0.910, 1.937)
C (-0.803, -4.346, 0.972)
O (-2.155, -4.485, 1.352)
H (-0.846, -4.466, -0.111)
H (-0.416, -3.342, 1.149)
H (-0.267, -5.200, 1.384)
H (-2.359, -5.376, 1.646)
C (-2.928, 0.255, 4.872)
C (-3.863, 0.524, 6.016)
O (-4.898, 1.443, 5.581)
O (-1.657, -0.162, 5.368)
H (-2.768, 1.208, 4.368)
H (-3.312, -0.301, 4.017)
H (-3.381, 0.953, 6.895)
H (-4.248, -0.372, 6.503)
H (-5.333, 1.596, 6.424)
H (-1.094, 0.213, 4.686)
C (3.048, -1.364, -2.581)
C (4.051, -0.214, -2.161)
O (4.477, -0.241, -0.780)
O (1.737, -1.066, -2.039)
H (3.346, -2.317, -2.145)
H (2.967, -1.503, -3.659)
H (3.788, 0.768, -2.554)
H (4.959, -0.262, -2.762)
H (5.245, 0.328, -0.691)
H (1.805, -0.507, -1.262)
C (-0.906, 5.097, -1.121)
C (0.024, 6.312, -1.133)
O (0.430, 7.019, 0.089)
O (-0.788, 4.355, -2.317)
H (-1.927, 5.329, -0.820)
H (-0.578, 4.465, -0.296)
H (-0.406, 6.989, -1.871)
H (0.881, 5.956, -1.706)
H (-0.352, 7.535, 0.299)
H (-0.837, 3.466, -1.959)
C (2.803, -2.102, 1.555)
C (3.006, -2.933, 2.905)
O (2.386, -2.213, 3.939)
O (3.599, -0.988, 1.620)
H (1.759, -1.788, 1.573)
H (2.990, -2.761, 0.707)
H (4.069, -3.009, 3.134)
H (2.638, -3.952, 2.787)
H (1.463, -2.439, 4.073)
H (3.731, -0.685, 0.719)
C (4.008, 5.113, -1.765)
C (3.444, 3.675, -1.237)
O (4.109, 2.982, -0.188)
O (3.866, 6.118, -0.711)
H (3.275, 5.324, -2.544)
H (5.000, 4.993, -2.201)
H (3.417, 3.062, -2.138)
H (2.416, 3.875, -0.937)
H (3.649, 2.201, 0.128)
H (3.832, 7.009, -1.069)
C (0.116, -3.277, -4.111)
C (-0.816, -2.834, -2.993)
O (-1.107, -1.443, -3.112)
O (-0.534, -3.385, -5.360)
H (0.611, -4.183, -3.761)
H (0.892, -2.516, -4.197)
H (-0.276, -3.053, -2.072)
H (-1.686, -3.476, -3.129)
H (-0.292, -0.936, -3.081)
H (0.059, -3.803, -5.988)
C (-3.885, -3.014, -1.208)
C (-4.882, -2.745, -0.054)
O (-6.177, -2.576, -0.752)
O (-4.259, -2.392, -2.396)
H (-4.105, -4.048, -1.474)
H (-2.827, -2.890, -0.976)
H (-4.742, -1.885, 0.600)
H (-4.849, -3.619, 0.596)
H (-6.848, -3.170, -0.407)
H (-5.202, -2.539, -2.504)

---

| no. | E (a.u.) |
| --- | --- |
| 1 | -2664.375068 |
| 2 | -2258.268161 |